(1)
Entry from OMol25: CH4N2O2 in the gas phase at a distorted geometry (ωB97M-V with the def2-TZVPD basis set).

Geometry as XYZ:
```
9
Properties=species:S:1:pos:R:3
N -1.704 -0.518 0.128
C -0.462 0.127 -0.025
O -0.331 1.358 -0.005
N 0.621 -0.735 -0.127
O 1.887 -0.112 0.023
H -1.841 -1.372 -0.479
H -2.453 0.129 -0.135
H 0.585 -1.532 0.527
H 1.621 0.821 0.084
```

**E**: -300.465074 a.u.
**Max |F|**: 1.87 eV Å⁻¹
**Frontier orbital gap**: 0.3868 Eh
**Multiplicity**: 1
**Relative energy (zero: lowest compared OMol25 entry of this formula, charge and spin)**: 14.2 kcal per mole
**LUMO energy**: 0.73 eV


(2)
Entry from OMol25: CH4N2O2 in the gas phase at a distorted geometry (ωB97M-V with the def2-TZVPD basis set).

Geometry as XYZ:
```
9
Properties=species:S:1:pos:R:3
H 1.618 0.506 -1.667
N 1.931 0.729 -0.780
N 1.141 0.436 0.087
O 1.110 0.623 1.251
O -0.115 -0.149 -0.519
C -1.222 -0.477 0.290
H -1.419 -1.318 -0.302
H -2.085 0.307 0.262
H -0.959 -0.657 1.377
```

**E**: -300.327908 a.u.
**Max |F|**: 3.38 eV Å⁻¹
**Frontier orbital gap**: 0.4277 Eh
**Multiplicity**: 1
**Relative energy (zero: lowest compared OMol25 entry of this formula, charge and spin)**: 100.2 kcal per mole
**LUMO energy**: 0.96 eV


(3)
Entry from OMol25: 2 unconnected molecules or ions with the total composition CH4N2O2 at a distorted geometry (ωB97M-V with the def2-TZVPD basis set).

Geometry as XYZ:
```
9
Properties=species:S:1:pos:R:3
N 0.101 -1.949 1.252
N -0.064 -2.290 0.221
O -0.375 -2.533 -0.846
C 0.127 1.356 0.181
O -0.156 0.236 -0.634
H -0.583 1.355 1.140
H 0.012 2.259 -0.458
H 1.030 1.088 0.708
H -0.092 0.479 -1.564
```

**E**: -300.394573 a.u.
**Max |F|**: 4.30 eV Å⁻¹
**Frontier orbital gap**: 0.4120 Eh
**Multiplicity**: 1
**Relative energy (zero: lowest compared OMol25 entry of this formula, charge and spin)**: 58.4 kcal per mole
**LUMO energy**: 0.90 eV


(4)
Entry from OMol25: CH4N2O2S in the gas phase at a distorted geometry (ωB97M-V with the def2-TZVPD basis set).

Geometry as XYZ:
```
10
Properties=species:S:1:pos:R:3
C -0.091 0.374 -0.238
N -0.809 0.949 1.124
N 0.776 -0.669 -0.049
O 0.686 0.571 -2.558
O 0.256 -1.717 0.711
S -0.207 1.262 -1.588
H -1.525 0.281 1.350
H -1.211 1.787 0.755
H 1.271 -0.941 -0.938
H 0.854 -1.897 1.430
```

**⟨S²⟩**: 2.009
**E**: -698.474596 a.u.
**Max |F|**: 8.44 eV Å⁻¹
**Frontier orbital gap (spin up / spin down)**: 0.2539 / 0.3047 Eh
**Multiplicity**: 3
**Relative energy (zero: lowest compared OMol25 entry of this formula, charge and spin)**: 29.3 kcal per mole
**LUMO energy (spin up / spin down)**: 0.78 / -2.02 eV


(5)
Entry from OMol25: CH4N2OS in the gas phase at a distorted geometry (ωB97M-V with the def2-TZVPD basis set).

Geometry as XYZ:
```
9
Properties=species:S:1:pos:R:3
O -2.449 -0.612 0.254
N -1.752 0.533 -0.119
C -0.442 0.075 -0.264
N 0.598 0.777 -0.019
S 2.068 -0.289 -0.010
H -3.114 -0.654 -0.424
H -1.869 1.252 0.567
H -0.431 -1.031 -0.500
H 2.655 0.346 1.037
```

**E**: -623.340351 a.u.
**Max |F|**: 1.59 eV Å⁻¹
**Frontier orbital gap**: 0.3523 Eh
**Multiplicity**: 1
**Relative energy (zero: lowest compared OMol25 entry of this formula, charge and spin)**: 74.6 kcal per mole
**LUMO energy**: 0.87 eV


(6)
Entry from OMol25: a molecular structure, CH4N2OS at a distorted geometry (ωB97M-V with the def2-TZVPD basis set).

Geometry as XYZ:
```
9
Properties=species:S:1:pos:R:3
C -0.285 0.194 -0.205
H -2.067 0.798 -0.111
H -2.162 -1.203 0.020
H 0.976 -1.288 0.915
H 1.917 0.585 0.764
N -1.587 0.024 -0.426
N 0.701 -0.807 -0.239
O 2.094 -0.086 -0.508
S 0.412 1.783 -0.211
```

**E**: -623.159624 a.u.
**Max |F|**: 7.25 eV Å⁻¹
**Frontier orbital gap**: 0.2762 Eh
**Multiplicity**: 1
**Relative energy (zero: lowest compared OMol25 entry of this formula, charge and spin)**: 188.0 kcal per mole
**LUMO energy**: -0.72 eV